Molecular formula: C17H27N3O3
Method: DFT, ωB97M-V with the def2-TZVPD basis set

- Electronic energy: -1053.9808 Eh
- Strongest force on any atom: 0.64 eV/Å
- HOMO-LUMO gap: 8.146 eV
- Energy above the lowest of the compared OMol25 structures with the same formula, charge and spin: 1.938 eV
- HOMO energy: -7.54 eV
- SMILES: COc1ccc(NC(=O)NC2CCN(C(C)C)CC2)c(OC)c1

Bonds (Å) are listed after each position.
Atoms and positions in Å:
1 C -3.39287 0.96903 5.62831  H2 1.095, O3 1.406, H49 1.095, H50 1.089
2 H -4.13461 1.28298 4.88665  C1 1.095
3 O -2.15572 1.60460 5.42251  C1 1.406, C4 1.367
4 C -1.51056 1.38927 4.23634  O3 1.367, C5 1.384, C9 1.398
5 C -1.97019 0.58621 3.20656  C4 1.384, C6 1.387, H48 1.077
6 C -1.21972 0.45025 2.04752  C5 1.387, C7 1.383, H47 1.077
7 C -0.01152 1.10572 1.89788  C6 1.383, C8 1.410, N16 1.397
8 C 0.45679 1.92218 2.94791  C7 1.410, C9 1.379, O11 1.376
9 C -0.29013 2.05660 4.09892  C4 1.398, C8 1.379, H10 1.077
10 H 0.03302 2.67094 4.92247  C9 1.077
11 O 1.66622 2.54035 2.72606  C8 1.376, C12 1.406
12 C 2.18218 3.36652 3.74046  O11 1.406, H13 1.089, H14 1.094, H15 1.094
13 H 3.13022 3.74463 3.35977  C12 1.089
14 H 2.36004 2.80455 4.66236  C12 1.094
15 H 1.51437 4.20758 3.95013  C12 1.094
16 N 0.79389 1.01740 0.76040  C7 1.397, C17 1.375, H46 1.010
17 C 0.57867 0.29077 -0.38647  N16 1.375, O18 1.214, N19 1.367
18 O -0.38063 -0.43054 -0.56984  C17 1.214
19 N 1.56408 0.48587 -1.31317  C17 1.367, H20 1.006, C21 1.458
20 H 2.37504 1.01659 -1.04431  N19 1.006
21 C 1.63315 -0.24075 -2.57529  N19 1.458, C22 1.530, C26 1.531, H45 1.097
22 C 0.41193 0.05185 -3.44965  C21 1.530, C23 1.535, H43 1.092, H44 1.089
23 C 0.48114 -0.78389 -4.73514  C22 1.535, N24 1.451, H41 1.089, H42 1.096
24 N 0.56186 -2.21355 -4.49825  C23 1.451, C25 1.451, C31 1.467
25 C 1.75152 -2.47368 -3.70980  N24 1.451, C26 1.535, H29 1.089, H30 1.096
26 C 1.76292 -1.75065 -2.35596  C21 1.531, C25 1.535, H27 1.092, H28 1.090
27 H 2.68964 -1.97346 -1.82241  C26 1.092
28 H 0.92558 -2.08783 -1.74569  C26 1.090
29 H 1.87027 -3.54577 -3.56271  C25 1.089
30 H 2.60593 -2.12861 -4.30400  C25 1.096
31 C -0.67077 -2.82988 -3.99420  N24 1.467, C32 1.532, C36 1.531, H40 1.103
32 C -1.81669 -2.58067 -4.97933  C31 1.532, H33 1.086, H34 1.087, H35 1.087
33 H -2.16855 -1.55370 -4.94025  C32 1.086
34 H -1.48912 -2.80718 -5.99098  C32 1.087
35 H -2.65773 -3.22365 -4.73252  C32 1.087
36 C -0.48026 -4.34188 -3.84496  C31 1.531, H37 1.087, H38 1.086, H39 1.087
37 H -0.02596 -4.74826 -4.74533  C36 1.087
38 H 0.14059 -4.58968 -2.98856  C36 1.086
39 H -1.44608 -4.81825 -3.69658  C36 1.087
40 H -0.96448 -2.42149 -3.01297  C31 1.103
41 H -0.37560 -0.56344 -5.36944  C23 1.089
42 H 1.38242 -0.50510 -5.29376  C23 1.096
43 H 0.37860 1.11454 -3.69709  C22 1.092
44 H -0.48749 -0.19755 -2.88861  C22 1.089
45 H 2.53104 0.12195 -3.09134  C21 1.097
46 H 1.62315 1.58987 0.82384  N16 1.010
47 H -1.57380 -0.17350 1.24467  C6 1.077
48 H -2.90624 0.05776 3.28072  C5 1.077
49 H -3.29437 -0.12112 5.60313  C1 1.095
50 H -3.72205 1.27775 6.61945  C1 1.089